Formula: C16H21N5O3
Source: the OMol25 dataset
Level of theory: ωB97M-V with the def2-TZVPD basis set

Geometry as XYZ:
```
45
Properties=species:S:1:pos:R:3:forces:R:3:mulliken_charge:R:1
C -4.6057 0.5284 -0.6554 0.08 0.24 0.15 -1.02
C -4.1908 1.6636 0.2785 -0.21 -0.02 -0.21 -0.42
N -3.0840 1.2946 1.1237 -0.16 -0.16 0.18 -0.19
C -1.8006 1.5312 0.8032 0.49 0.09 0.07 0.46
N -1.5267 2.3426 -0.2146 -0.32 0.04 -0.27 -0.49
C -0.2305 2.5605 -0.4244 -0.16 -0.11 0.46 0.39
N 0.0869 3.3929 -1.4340 -0.13 0.15 -0.22 -0.22
C 1.4156 3.4457 -1.9950 0.25 -0.07 -0.19 -0.44
C 1.6308 2.3672 -3.0556 -0.02 0.16 0.23 -0.83
N 0.7610 2.0514 0.3144 0.36 0.14 0.03 -0.27
C 0.3634 1.2304 1.2709 -0.66 0.26 -0.17 0.42
O 1.2835 0.6235 2.0294 -0.32 -0.03 0.00 -0.46
C 2.6379 0.7984 1.6703 0.54 -0.16 -0.35 -0.49
C 2.9684 0.1269 0.3277 -0.07 0.63 0.02 -0.30
O 2.4106 -1.1788 0.3052 0.08 -0.30 0.17 -0.36
C 1.2913 -1.3567 -0.4134 -0.08 0.19 -0.36 0.61
O 0.8464 -0.5359 -1.1812 0.02 -0.19 0.15 -0.66
C 0.6811 -2.6865 -0.1841 -0.15 -0.28 0.08 0.36
C -0.4785 -3.0085 -0.8853 0.15 0.15 0.03 -0.37
C -1.0856 -4.2348 -0.6950 -0.04 -0.03 -0.02 -0.64
C -0.5389 -5.1458 0.1951 0.01 -0.02 0.02 -0.35
C 0.6130 -4.8277 0.8975 -0.01 -0.11 0.04 -0.67
C 1.2244 -3.6016 0.7135 -0.01 0.15 -0.09 -0.26
N -0.8843 0.9292 1.5742 0.20 -0.31 0.34 -0.62
H -3.7674 0.2487 -1.2883 0.07 -0.06 -0.10 0.26
H -5.4321 0.8448 -1.2862 -0.12 -0.02 -0.10 0.36
H -4.9168 -0.3436 -0.0837 -0.05 -0.11 0.02 0.29
H -5.0318 1.9536 0.9160 0.08 0.07 -0.09 0.32
H -3.8646 2.5264 -0.3037 -0.18 -0.03 0.12 0.31
H -3.2209 0.5745 1.8161 0.09 0.07 -0.01 0.26
H -0.6862 3.6158 -2.0430 0.00 -0.01 0.13 0.28
H 2.1129 3.3037 -1.1680 -0.01 0.15 -0.14 0.28
H 1.5659 4.4408 -2.4239 0.06 -0.07 0.11 0.34
H 2.6600 2.3812 -3.4051 0.12 -0.02 -0.10 0.33
H 1.4106 1.3889 -2.6343 0.02 -0.11 0.02 0.09
H 0.9722 2.5311 -3.9061 -0.04 0.00 -0.12 0.36
H 3.1944 0.3225 2.4806 -0.04 0.11 -0.09 0.35
H 2.8881 1.8627 1.6060 0.05 -0.15 0.04 0.38
H 2.5458 0.7127 -0.4938 0.22 -0.15 0.17 0.09
H 4.0500 0.0269 0.2142 -0.09 0.00 0.04 0.44
H -0.8853 -2.2818 -1.5724 -0.03 0.05 -0.05 0.45
H -1.9847 -4.4832 -1.2393 -0.06 -0.01 -0.04 0.40
H -1.0125 -6.1053 0.3435 -0.03 -0.07 0.01 0.39
H 1.0338 -5.5393 1.5925 0.03 -0.05 0.05 0.39
H 2.1182 -3.3443 1.2591 0.05 0.01 0.05 0.44
```
Positions in Å, forces in eV/Å.

Calculated total energy   -1121.8785 Ha
Frontier orbital gap   9.320 eV
Total charge   0
Energy relative to the best compared isomer or geometry (same formula, charge and spin)   0.0 kcal per mole
Multiplicity   1
Structure (SMILES)   CCNc1nc(NCC)nc(OCCOC(=O)c2ccccc2)n1

Formula: C5H8I3N3O3
Source: the OMol25 dataset
Level of theory: ωB97M-V with the def2-TZVPD basis set

Geometry as XYZ:
```
22
Properties=species:S:1:pos:R:3:forces:R:3:mulliken_charge:R:1
C 0.2499 1.5915 0.3595 -0.46 -0.06 -1.01 0.69
C -2.9856 -1.8290 1.5599 0.93 0.79 -0.46 0.56
C 2.8616 0.6328 -1.2775 -1.27 0.10 0.05 -1.23
C 1.9783 -0.0814 -0.2338 -0.46 -2.41 -2.39 -0.46
C 0.4899 0.2963 -0.4080 0.99 0.03 -1.59 0.68
N -0.4894 -0.6611 -0.0113 1.21 -0.46 0.92 -0.82
N -2.7957 -0.6657 1.2349 -0.46 0.24 0.61 -0.51
N -2.8262 -2.9252 2.0003 -0.69 -2.08 1.40 -0.39
O 0.1502 2.6276 -0.2559 0.35 -0.03 0.79 -0.60
O -0.0028 1.5025 1.6338 0.16 0.49 2.68 -0.50
O 0.2497 0.6347 -1.7791 -0.25 0.95 -0.25 -0.68
I -0.2697 -2.5495 -0.7019 0.24 -0.63 -0.24 0.11
I -4.9462 1.0930 -0.3999 -0.39 0.15 -0.17 -0.38
I -2.3015 0.1120 -0.5016 -1.57 0.46 -0.51 0.79
H 3.8542 0.1520 -1.3097 -0.42 0.83 -0.19 0.37
H 2.3252 0.7534 -2.2559 0.90 -1.38 0.62 0.31
H 2.7753 1.6699 -1.0218 1.30 0.92 0.57 0.34
H 2.2000 0.0524 0.7711 0.99 0.80 1.90 0.40
H 2.1542 -1.1960 -0.3497 -0.67 1.08 -0.11 0.28
H 0.2829 0.7779 2.2534 -0.35 0.46 -1.83 0.38
H -3.3641 -3.6079 2.5571 0.30 1.01 -0.99 0.28
H 0.4098 1.6200 -1.8640 -0.40 -1.27 0.21 0.38
```
Positions in Å, forces in eV/Å.

Calculated total energy   -1478.2408 Ha
Frontier orbital gap   7.923 eV
Total charge   0
Energy relative to the best compared isomer or geometry (same formula, charge and spin)   39.4 kcal per mole
Multiplicity   1

Formula: C11H15N
Source: the OMol25 dataset
Level of theory: ωB97M-V with the def2-TZVPD basis set

Geometry as XYZ:
```
27
Properties=species:S:1:pos:R:3:forces:R:3:mulliken_spin:R:1
C -0.1422 2.4777 2.8528 3.63 0.80 0.01 0.01
C -0.6678 1.0081 0.7612 -1.16 0.52 1.88 -0.04
C -0.1223 1.1686 2.1403 1.04 1.00 -3.60 0.21
C -0.5170 -0.3618 0.3180 2.42 2.54 3.03 0.00
C 0.5404 -0.0143 2.4232 -1.04 -4.48 -0.82 0.24
C -1.4931 1.9445 0.0689 0.74 -5.14 -2.43 0.22
C -2.0552 1.3033 -1.1274 -1.02 1.75 0.10 -0.05
C -1.7381 0.0467 -1.6263 0.47 0.55 -1.15 0.12
C -0.8066 -0.7420 -0.9275 -0.60 -2.94 -1.17 0.06
N 0.2908 -0.9877 1.3633 1.48 10.67 -0.37 0.19
H -1.6452 2.9487 0.3005 -0.37 1.33 0.50 0.01
H -2.8355 1.8632 -1.6685 0.66 -0.13 0.17 0.00
H -2.0386 -0.3612 -2.6559 -0.03 1.07 1.81 0.00
H -0.9859 2.3092 3.4560 -1.42 1.05 1.14 0.02
H -0.1035 3.3753 2.1549 -0.87 -1.30 0.83 0.00
H 0.9585 -0.4191 3.3959 -0.36 0.80 -1.47 0.00
H 0.0360 -1.8211 1.5251 -1.34 -8.29 2.05 0.00
H -0.5363 -1.7492 -1.3659 -0.12 1.31 0.76 0.00
H 0.8072 2.7119 3.5421 -2.11 -1.11 -1.30 0.00
C 2.6078 -2.3678 -1.8824 1.03 -0.05 2.21 0.00
C 2.5129 -2.4321 -3.4566 -0.97 2.93 1.94 0.00
H 2.5829 -3.4290 -1.3615 0.15 2.11 -1.18 0.00
H 3.5917 -1.8438 -1.5413 -1.33 -1.26 -0.79 0.00
H 1.9123 -1.7110 -1.2746 0.01 -0.84 -1.16 0.00
H 2.0310 -3.3412 -3.7279 -0.07 -0.56 -0.67 0.00
H 3.5462 -2.3052 -3.7218 0.18 -0.48 -0.97 0.00
H 1.9314 -1.5004 -3.8652 1.00 -1.83 0.65 0.00
```
Positions in Å, forces in eV/Å.

Calculated total energy   -482.5188 Ha
Frontier orbital gap (spin up / spin down)   9.423 / 5.958 eV
Total charge   +1
Energy relative to the best compared isomer or geometry (same formula, charge and spin)   73.8 kcal per mole
Multiplicity   2

Formula: C2H12O3S2
Source: the OMol25 dataset
Level of theory: ωB97M-V with the def2-TZVPD basis set

Geometry as XYZ:
```
19
Properties=species:S:1:pos:R:3:forces:R:3:mulliken_spin:R:1
C 0.4660 -3.2707 2.5122 0.62 -0.83 2.35 0.00
S 1.6013 -2.1421 1.6532 -1.55 0.91 0.21 0.41
S 0.8215 -0.6258 2.7684 -0.01 0.61 -0.79 0.54
C 0.3717 0.7186 1.5810 3.41 -3.09 -2.33 -0.01
H -0.5799 -2.9848 2.5243 0.12 0.79 -0.21 0.00
H 0.8758 -3.2348 3.6052 -0.95 -0.70 -1.84 0.02
H 0.3967 -4.2785 2.0921 1.01 0.06 0.06 0.01
H -0.5006 0.3964 1.1095 -1.66 -0.82 -0.68 0.03
H 1.1630 0.6929 0.7340 -1.12 0.64 1.55 0.01
H 0.1774 1.6117 2.0290 0.12 2.46 1.57 0.00
H -2.8614 -0.6077 -2.5853 -0.02 -1.00 0.82 0.00
H -2.5812 -1.7947 -1.4517 -1.02 0.01 -0.41 0.00
O -2.2490 -1.0825 -1.9903 1.08 1.04 -0.38 0.00
H -1.3202 2.1160 -3.0536 0.03 0.03 -0.28 0.00
H -0.9729 2.2211 -4.5458 0.18 0.02 -0.07 0.00
O -1.7072 2.1214 -3.9384 -0.21 -0.10 0.39 0.00
H 1.8151 3.9724 -0.9587 -0.51 0.99 0.10 0.00
H 3.0163 3.0798 -0.8959 -1.24 -0.16 -0.57 0.00
O 2.0675 3.0913 -1.1891 1.73 -0.87 0.53 0.00
```
Positions in Å, forces in eV/Å.

Calculated total energy   -1105.1427 Ha
Frontier orbital gap (spin up / spin down)   8.783 / 5.446 eV
Total charge   +1
Energy relative to the best compared isomer or geometry (same formula, charge and spin)   36.2 kcal per mole
Multiplicity   2